[1]
A cluster of 5 separate species, C3H14O3S2 in total. Source: the Open Molecules 2025 dataset; level of theory: the ωB97M-V functional and the def2-TZVPD basis.

Structure (ORCA input):
```
! wB97M-V def2-TZVPD RIJCOSX def2/J DEFGRID3
* xyz 0 1
C 1.052 -0.081 1.592
C 0.461 -1.446 1.328
S 1.424 -2.188 -0.070
S -2.377 -0.660 -1.770
C -0.595 -0.697 -1.940
H 2.135 -0.243 1.637
H 0.778 0.659 0.861
H 0.685 0.337 2.524
H -0.563 -1.362 0.951
H 0.449 -2.317 1.988
H -0.348 -0.267 -2.919
H -0.251 -1.781 -1.859
H -0.137 -0.078 -1.154
H 2.277 -0.096 -0.903
H 3.451 0.761 -1.068
O 2.488 0.845 -1.054
H -1.420 3.146 -0.324
H -1.266 1.839 0.340
O -0.735 2.670 0.162
H -2.431 -0.073 -0.445
H -2.833 0.390 1.421
O -2.244 0.641 0.703
*
```

## Properties
- E_HOMO (eV) = -8.936
- HOMO-LUMO gap (eV) = 4.0

[2]
A cluster of 4 separate species, C3H14O4 in total. Source: the Open Molecules 2025 dataset; level of theory: the ωB97M-V functional and the def2-TZVPD basis.

Structure (ORCA input):
```
! wB97M-V def2-TZVPD RIJCOSX def2/J DEFGRID3
* xyz 0 1
C -0.237 -1.636 -0.680
O -0.432 -0.536 -1.549
C 0.832 -1.335 0.387
C 0.994 -2.415 1.576
H -1.279 -1.784 -0.281
H -0.017 -2.522 -1.219
H 0.393 0.168 -1.735
H 1.749 -1.413 -0.103
H 0.751 -0.262 0.649
H -0.080 -2.729 1.968
H 1.489 -3.290 1.415
H 1.602 -1.913 2.205
H -0.654 2.978 1.200
H -1.470 2.362 0.014
O -0.681 2.941 0.180
H -2.137 0.622 -1.055
H -3.240 1.786 -1.130
O -2.639 1.306 -0.551
H 2.369 2.939 -0.685
H 0.872 2.455 -0.213
O 1.816 2.278 -0.394
*
```

## Properties
- E_HOMO (eV) = -10.307
- HOMO-LUMO gap (eV) = 11.0

[3]
A cluster of 4 separate species, C3H14O4 in total. Source: the Open Molecules 2025 dataset; level of theory: the ωB97M-V functional and the def2-TZVPD basis.

Structure (ORCA input):
```
! wB97M-V def2-TZVPD RIJCOSX def2/J DEFGRID3
* xyz 0 1
C -0.515 0.477 0.355
O -0.679 -0.618 -0.566
C -1.929 0.788 0.817
C -1.782 2.141 1.654
H 0.095 0.279 1.267
H -0.094 1.226 -0.322
H -0.032 -1.421 -0.477
H -2.810 0.910 0.190
H -2.242 -0.065 1.487
H -2.728 2.445 2.176
H -1.365 1.882 2.592
H -1.451 3.008 1.202
H 3.259 -2.589 0.179
H 1.921 -3.411 -0.246
O 2.282 -2.791 0.283
H 3.345 1.649 -4.381
H 4.605 2.805 -4.492
O 4.225 2.081 -3.960
H -1.565 -3.548 1.224
H -1.507 -2.130 0.535
O -1.033 -3.116 0.481
*
```

## Properties
- E_HOMO (eV) = -9.996
- HOMO-LUMO gap (eV) = 10.7

[4]
A cluster of 5 separate species, C3H14O4 in total. Source: the Open Molecules 2025 dataset; level of theory: the ωB97M-V functional and the def2-TZVPD basis.

Structure (ORCA input):
```
! wB97M-V def2-TZVPD RIJCOSX def2/J DEFGRID3
* xyz 0 1
C 1.698 2.337 0.631
C 2.026 1.266 1.744
C 3.123 1.132 2.482
H 2.703 2.530 0.208
H 1.030 2.980 1.200
H 1.131 1.761 -0.133
H 1.218 0.569 1.884
H 3.077 0.328 3.232
H 3.857 1.891 2.651
H 1.768 -2.766 -0.207
H 1.267 -1.208 -0.294
O 1.181 -2.076 0.088
H -1.751 -0.989 -0.386
H -1.046 -0.586 -1.713
O -1.621 -0.266 -1.013
H -0.984 -1.459 2.618
H -0.307 -1.925 1.368
O -1.147 -1.550 1.676
H -4.077 -0.552 -4.003
H -3.337 0.243 -5.151
O -4.093 0.223 -4.571
*
```

## Properties
- E_HOMO (eV) = -9.749
- HOMO-LUMO gap (eV) = 10.1

[5]
A cluster of 5 separate species, C3H15N2O2 in total. Source: the Open Molecules 2025 dataset; level of theory: the ωB97M-V functional and the def2-TZVPD basis.

Structure (ORCA input):
```
! wB97M-V def2-TZVPD RIJCOSX def2/J DEFGRID3
* xyz 1 1
C -0.699 -1.512 -0.120
C -1.552 -1.961 -1.292
C -0.328 -2.787 -0.734
N 0.744 -0.431 -2.538
N -1.317 1.153 -2.452
H -1.175 -1.516 0.852
H -0.062 -0.650 -0.295
H -1.375 -1.646 -2.316
H -2.585 -2.251 -1.163
H 0.496 -2.777 -1.420
H -0.492 -3.687 -0.154
H -0.491 0.519 -2.489
H 1.406 0.355 -2.404
H 0.992 -0.817 -3.466
H -1.807 1.261 -3.340
H -1.125 2.074 -2.055
H -0.488 1.987 5.238
H 1.079 1.970 4.970
O 0.206 2.094 4.585
H 2.208 2.983 3.059
H 3.616 3.032 3.769
O 2.749 2.609 3.765
*
```

## Properties
- E_HOMO (eV) = -13.007
- HOMO-LUMO gap (eV) = 3.5

[6]
A cluster of 5 separate species, C3H15N2O2S in total. Source: the Open Molecules 2025 dataset; level of theory: the ωB97M-V functional and the def2-TZVPD basis.

Structure (ORCA input):
```
! wB97M-V def2-TZVPD RIJCOSX def2/J DEFGRID3
* xyz 0 2
N 3.190 -1.382 3.602
C -1.882 0.990 -1.608
C -1.330 0.019 -2.427
S 0.806 -1.526 0.018
C -1.010 1.737 -0.540
N -1.328 2.047 0.778
H 3.500 -0.475 3.965
H 2.481 -1.269 2.905
H 3.956 -1.877 3.145
H -2.957 1.447 -1.811
H -0.723 -0.774 -1.851
H -1.785 -0.236 -3.390
H 1.078 -2.823 -0.125
H 0.037 1.308 -0.661
H -0.908 2.746 -1.026
H -1.968 2.806 0.863
H -1.415 1.182 1.304
H 1.980 -0.060 -1.238
H 2.854 1.005 -2.150
O 1.940 0.666 -1.858
H -1.384 -1.752 0.712
H -2.862 -2.221 0.876
O -2.270 -1.559 0.517
*
```

## Properties
- E_HOMO (alpha / beta) (eV) = -8.488 / -8.461
- HOMO-LUMO gap (alpha / beta) (eV) = 8.8 / 5.2

[7]
A cluster of 3 separate species, C3H15N2O2S in total. Source: the Open Molecules 2025 dataset; level of theory: the ωB97M-V functional and the def2-TZVPD basis.

Structure (ORCA input):
```
! wB97M-V def2-TZVPD RIJCOSX def2/J DEFGRID3
* xyz 1 1
N 0.387 0.345 -0.378
C -0.577 -0.731 -0.611
C -0.361 -1.779 0.491
S 1.275 -2.572 0.509
C -2.027 -0.226 -0.601
N -2.095 1.027 0.200
H 1.360 0.072 -0.484
H 0.273 1.132 -1.017
H 0.309 0.792 0.542
H -0.357 -1.302 -1.504
H -0.366 -1.317 1.478
H -1.121 -2.552 0.424
H 1.169 -3.224 -0.662
H -2.689 -0.912 -0.135
H -2.336 0.067 -1.600
H -2.302 0.879 1.175
H -2.714 1.693 -0.232
H 0.710 0.785 3.115
H 2.025 1.429 2.644
O 1.221 1.002 2.328
H 3.078 1.342 -1.331
H 2.732 2.155 -2.607
O 2.406 1.895 -1.741
*
```

## Properties
- E_HOMO (eV) = -12.915
- HOMO-LUMO gap (eV) = 10.1

[8]
A cluster of 3 separate species, C3H15N2O2S in total. Source: the Open Molecules 2025 dataset; level of theory: the ωB97M-V functional and the def2-TZVPD basis.

Structure (ORCA input):
```
! wB97M-V def2-TZVPD RIJCOSX def2/J DEFGRID3
* xyz 1 1
N 0.584 -0.756 -0.070
C -0.322 0.424 -0.148
C -1.699 -0.040 0.247
S -2.480 -1.304 -0.798
C 0.204 1.623 0.658
N 0.882 2.529 -0.213
H 0.943 -1.192 -0.995
H 1.453 -0.634 0.492
H 0.305 -1.588 0.466
H -0.246 0.749 -1.294
H -1.741 -0.346 1.271
H -2.423 0.802 0.221
H -2.418 -0.728 -2.027
H 0.814 1.158 1.462
H -0.612 2.108 1.221
H 1.382 3.330 0.187
H 0.577 2.559 -1.171
H -0.783 -1.193 3.161
H 0.694 -0.950 3.301
O -0.011 -0.978 2.617
H 2.337 -1.972 -3.154
H 0.865 -1.763 -2.985
O 1.694 -1.838 -2.450
*
```

## Properties
- E_HOMO (eV) = -12.505
- HOMO-LUMO gap (eV) = 9.6

[9]
A cluster of 4 separate species, C3H15NO3 in total. Source: the Open Molecules 2025 dataset; level of theory: the ωB97M-V functional and the def2-TZVPD basis.

Structure (ORCA input):
```
! wB97M-V def2-TZVPD RIJCOSX def2/J DEFGRID3
* xyz 0 1
C 0.189 -1.787 0.765
C -1.377 -1.510 1.078
C -2.032 -0.554 0.133
N 0.782 -3.137 0.597
H 0.698 -1.343 1.623
H 0.347 -1.204 -0.104
H -1.319 -1.208 2.212
H -1.864 -2.583 1.180
H -1.448 0.375 0.217
H -3.050 -0.242 0.332
H -1.894 -0.962 -0.895
H 0.525 -3.735 1.342
H 1.711 -2.884 0.867
H -0.900 0.430 -3.086
H 0.394 -0.223 -2.857
O 0.016 0.380 -3.458
H -0.179 4.093 2.430
H 0.809 5.119 2.898
O 0.497 4.725 2.119
H 3.164 2.502 -2.894
H 1.971 1.929 -2.237
O 2.962 1.819 -2.261
*
```

## Properties
- E_HOMO (eV) = -9.656
- HOMO-LUMO gap (eV) = 10.2

[10]
A cluster of 4 separate species, C3H15NO3 in total. Source: the Open Molecules 2025 dataset; level of theory: the ωB97M-V functional and the def2-TZVPD basis.

Structure (ORCA input):
```
! wB97M-V def2-TZVPD RIJCOSX def2/J DEFGRID3
* xyz 0 1
C 1.809 0.765 0.312
C 1.077 -0.548 0.245
N -0.267 -0.442 -0.314
C -0.969 -1.721 -0.229
H 2.884 0.583 0.421
H 1.824 1.373 -0.595
H 1.558 1.395 1.151
H 1.646 -1.307 -0.285
H 1.044 -0.905 1.287
H -0.710 0.249 0.283
H -0.425 -2.436 -0.845
H -2.021 -1.570 -0.430
H -0.921 -2.144 0.791
H -2.424 0.966 -1.504
H -2.506 -0.289 -2.257
O -2.320 0.647 -2.410
H -4.511 3.162 -0.017
H -3.383 3.054 -0.949
O -3.586 3.439 -0.085
H 3.946 -1.836 1.142
H 4.498 -0.929 2.255
O 3.756 -1.503 2.033
*
```

## Properties
- E_HOMO (eV) = -8.859
- HOMO-LUMO gap (eV) = 9.5

Energy above the lowest of the compared OMol25 structures with the same formula, charge and spin values (in kJ/mol) by entry order: 607.9, 178.9, 280.1, 193.2, 817.2, 118.8, 15.4, 97.6, 205.0, 148.4.
F_max values (in hartree/bohr) by entry order: 0.0622, 0.1222, 0.1220, 0.0732, 0.0205, 0.0726, 0.0513, 0.0755, 0.1005, 0.0347.
E values (in eV) by entry order: -31145.168, -11526.754, -11525.705, -11526.606, -10415.557, -21260.715, -21258.943, -21258.090, -10985.486, -10986.072.